The following is a DFT calculation (ωB97M-V/def2-TZVPD) of 6 unconnected molecules or ions with the total composition C43H41BClNO27P3 at a distorted geometry.

Calculated values
- Molecular weight: 1142.97 g/mol
- Gap between HOMO and LUMO: 3.4 eV
- Net charge: -1
- Calculated total energy: -143084.42114 eV

The geometry in XYZ format:
```
117
Properties=species:S:1:pos:R:3:forces:R:3
C -4.945016 1.957227 -1.369216 2.755 0.003 -2.112
C -3.638087 1.872739 -2.135789 -2.761 0.482 1.754
C -2.159726 1.806142 -1.432018 -1.249 -0.810 0.141
C -0.944411 2.479110 -2.330869 0.026 -2.555 3.606
P -1.067927 4.381478 -2.190531 1.586 2.622 -1.628
O 0.035733 4.887076 -0.907292 -3.552 -0.780 0.307
O -2.677035 4.929761 -1.812894 1.624 -0.520 2.065
O 0.232808 2.199573 -1.442581 -0.411 0.469 -1.307
B 1.486540 2.048875 -2.239827 -1.936 0.367 -1.564
Cl 2.330365 3.595486 -2.871120 -0.058 1.698 -0.117
P 2.959584 1.072230 -1.496576 1.520 -2.256 1.331
C 3.726031 0.095320 -2.985786 0.390 0.232 -1.513
C 4.389613 2.233551 -0.933156 1.655 1.315 -0.150
C 5.517698 2.496111 -2.136861 -0.018 0.038 -0.176
O 0.947419 1.471884 -3.508710 -2.365 -0.695 -0.394
C -0.501842 1.780531 -3.745303 3.149 0.452 -0.443
C -0.522676 2.715839 -5.136249 -0.880 0.397 -0.384
C -1.920021 3.429282 -5.447734 2.264 1.162 -2.815
C -2.060692 4.389022 -6.756943 5.032 -2.820 1.449
C -0.649522 4.442559 -7.569581 -1.016 -1.874 3.051
C 0.598211 3.582621 -7.045339 -1.038 0.384 0.095
N 0.777225 2.701428 -5.857686 -6.663 3.941 -2.201
P -1.155595 -0.010477 -4.138006 -2.512 -0.823 -1.891
O -2.641869 -0.027194 -4.675978 4.719 -0.156 2.114
O -0.110845 -0.645605 -5.424576 -2.965 1.133 1.580
O -0.867978 -1.005182 -2.736715 1.642 1.635 -2.934
H -5.318651 1.113716 -0.637250 1.383 2.629 -0.651
H -5.597933 2.923252 -1.622312 0.705 -3.014 -0.233
H -3.747245 1.901888 -3.307740 0.621 1.089 2.389
H -2.215531 2.459606 -0.434413 0.072 -1.408 -2.275
H -1.942626 0.709198 -1.079830 0.098 1.977 -0.871
H -0.448125 4.929797 -0.026156 0.982 -0.344 -1.275
H -2.748545 5.314329 -0.889166 0.040 -0.826 -1.451
H 3.198483 -0.932119 -3.177977 0.834 2.001 0.512
H 4.870262 -0.122599 -2.858814 -2.216 0.419 0.018
H 3.613472 0.747219 -3.962880 0.210 -1.385 1.760
H 5.016257 1.781413 -0.024425 -1.632 0.726 -1.887
H 3.961874 3.277905 -0.555945 0.758 -2.314 -0.948
H 5.017746 2.616454 -3.200500 0.927 -0.294 2.317
H 6.156184 3.468359 -1.959932 -1.235 -1.887 -0.138
H 6.253472 1.575101 -2.168830 -1.428 1.875 0.015
H -2.840480 3.281860 -4.730647 2.203 0.220 -1.518
H -3.014658 4.974407 -7.098345 2.069 -1.342 0.889
H -0.552327 5.108479 -8.536611 -0.069 -1.610 2.201
H 1.578769 3.653820 -7.726889 -2.386 -0.151 1.706
H -0.745506 -0.725388 -6.217873 1.217 0.118 1.756
H 0.141398 -1.127966 -2.658986 -1.968 0.499 -0.087
C -3.492879 -0.074286 2.150931 -0.621 0.019 -0.222
C -2.681410 -0.603359 3.068711 2.023 0.891 -0.426
C -3.187343 -1.566332 4.085742 0.024 -0.600 0.739
O -2.413943 -2.050402 4.904607 -0.363 0.434 -0.566
C -4.620527 -1.898367 4.067505 0.300 -0.040 0.153
C -5.432482 -1.366513 3.151806 -1.636 -0.742 0.448
C -4.921040 -0.425225 2.118104 0.287 0.773 -0.895
O -5.688214 0.033059 1.278116 0.100 -0.624 0.863
O -6.780946 -1.672114 3.130601 1.578 0.843 -0.575
O -1.338426 -0.276226 3.107449 -2.698 -0.983 0.346
H -3.138028 0.625148 1.404478 -0.013 -0.038 -0.001
H -4.978458 -2.585685 4.823292 0.020 0.025 -0.048
H -7.151678 -1.164227 2.376207 0.195 -0.195 0.270
H -0.966638 -0.788756 3.858026 0.263 0.295 -0.274
C 1.308042 -2.446138 -9.592436 -0.139 0.016 0.228
C 2.465980 -2.650509 -10.223414 -0.474 0.264 -1.665
C 3.705075 -2.996704 -9.473464 0.931 -0.214 0.474
O 4.750067 -3.197349 -10.082352 -0.758 0.170 0.007
C 3.622402 -3.080119 -8.006901 0.266 -0.048 -0.542
C 2.465139 -2.872307 -7.375870 0.335 -0.199 2.228
C 1.220625 -2.553399 -8.127945 -1.168 0.320 -0.069
O 0.167972 -2.385708 -7.521347 0.987 -0.347 -0.491
O 2.380927 -2.946452 -5.997608 -0.618 0.134 -2.178
O 2.556455 -2.548848 -11.599497 0.663 -0.320 1.680
H 0.399281 -2.196058 -10.125289 0.054 -0.011 0.043
H 4.534209 -3.314945 -7.472859 -0.060 0.030 -0.030
H 1.441040 -2.758944 -5.783238 0.284 0.169 0.042
H 3.494942 -2.742285 -11.814216 -0.381 0.077 0.136
C 4.141295 -0.737784 5.461644 0.162 0.098 0.660
C 3.110196 -0.853727 4.622530 0.824 -0.467 -2.287
C 1.708682 -0.661860 5.087913 -0.929 0.105 0.235
O 0.783054 -0.756077 4.289573 1.264 -0.159 0.649
C 1.489876 -0.366772 6.512569 -0.193 -0.156 -0.370
C 2.520900 -0.254296 7.352203 -0.831 0.367 1.529
C 3.923418 -0.418884 6.881050 1.081 -0.099 -0.230
O 4.851286 -0.291465 7.672873 -0.776 -0.025 -0.174
O 2.322286 0.020191 8.692877 1.029 -0.366 -1.498
O 3.307015 -1.155876 3.287581 -0.918 0.649 2.355
H 5.165195 -0.872475 5.136365 -0.080 0.031 0.008
H 0.465397 -0.247333 6.841073 0.121 0.022 -0.026
H 3.220665 0.053159 9.088264 -0.351 -0.013 -0.221
H 2.409049 -1.182856 2.891085 0.310 -0.194 -0.272
C -4.245434 2.253556 8.136716 -0.222 0.012 0.387
C -3.087496 2.049185 7.505738 -0.387 0.254 -1.959
C -1.848401 1.702989 8.255689 0.994 -0.240 0.227
O -0.803410 1.502345 7.646800 -0.936 0.242 0.190
C -1.931075 1.619575 9.722251 0.199 -0.021 -0.308
C -3.088338 1.827387 10.353282 0.455 -0.216 1.771
C -4.332852 2.146295 9.601207 -1.041 0.251 -0.286
O -5.385504 2.313986 10.207806 0.878 -0.158 -0.116
O -3.172550 1.753242 11.731544 -0.673 0.261 -1.793
O -2.997021 2.150846 6.129657 0.626 -0.341 1.957
H -5.154196 2.503636 7.603864 0.059 -0.027 0.035
H -1.019267 1.384749 10.256294 -0.036 -0.002 -0.045
H -4.112437 1.940750 11.945914 0.380 -0.084 -0.112
H -2.058534 1.957409 5.914937 -0.346 0.066 0.000
C 0.156898 -5.746007 0.915903 0.231 -0.451 0.094
C 0.221828 -4.421050 1.060803 -1.755 0.857 -0.861
C 1.388509 -3.771125 1.719657 0.713 0.775 0.406
O 1.428809 -2.550046 1.821413 -0.524 -0.955 -0.278
C 2.460419 -4.637714 2.234081 -0.134 0.309 -0.021
C 2.393648 -5.962871 2.092160 1.514 -0.534 0.788
C 1.240318 -6.610301 1.408934 -0.729 -0.652 -0.455
O 1.215960 -7.829415 1.277313 0.312 0.735 0.265
O 3.396218 -6.783404 2.575662 -1.641 0.370 -0.863
O -0.793906 -3.602413 0.602287 1.854 -0.590 0.972
H -0.684138 -6.231441 0.437018 0.065 0.041 0.021
H 3.294000 -4.153661 2.726600 -0.026 0.013 -0.048
H 3.117324 -7.697362 2.348947 0.096 0.399 0.067
H -0.512106 -2.688155 0.823642 -0.134 -0.227 -0.160
```
Forces are in eV/Å.

These are the Mulliken partial charges, in e, on atoms 1 to 2: -0.956 0.005

The following is a DFT calculation (ωB97M-V/def2-TZVPD) of a molecular structure, C43H42HfN13O2PS2.

Calculated values
- Molecular weight: 1046.50 g/mol
- Gap between HOMO and LUMO: 7.1 eV
- Net charge: +2
- Calculated total energy: -100998.60237 eV

The geometry in XYZ format:
```
104
Properties=species:S:1:pos:R:3:forces:R:3
Hf -0.496865 -0.698764 1.262593 -0.630 -0.063 -0.261
N 3.500386 -1.139550 3.488641 -0.044 0.096 0.045
C 2.233867 -0.975731 3.069902 0.028 0.005 -0.002
S 2.027395 -0.295994 1.468968 -0.014 0.104 -0.099
N 1.272061 -1.309104 3.875497 0.034 -0.062 -0.053
N -0.008144 -0.959871 3.423237 -0.114 -0.027 0.207
C -0.841214 -0.862344 4.422297 0.218 -0.094 0.080
C -2.197313 -0.412271 4.433252 -0.118 0.054 -0.061
C -2.873920 -0.368900 5.665804 0.045 -0.007 -0.033
C -4.142850 0.151329 5.751651 -0.042 0.014 -0.001
C -4.751573 0.661277 4.603759 -0.006 -0.006 0.015
C -4.109116 0.637348 3.379909 0.016 -0.003 0.011
C -2.834346 0.085296 3.285265 0.070 -0.100 0.200
O -2.197797 0.016650 2.114496 0.490 0.064 0.068
H 4.271808 -0.918831 2.886373 -0.007 -0.006 -0.008
H 3.673867 -1.412187 4.441541 -0.003 0.004 0.004
H -0.410764 -1.105726 5.391510 0.003 -0.015 -0.005
H -2.376511 -0.746569 6.550634 0.005 0.000 -0.002
H -4.659996 0.180071 6.699702 0.000 0.000 0.001
H -5.743130 1.089459 4.670144 -0.001 0.001 0.002
H -4.587047 1.051306 2.500298 -0.008 0.030 0.037
C 1.227826 -1.911646 -4.054240 0.017 -0.023 -0.022
N 0.443165 -1.293565 -2.985747 0.095 0.015 0.050
C 0.748191 -1.196699 -1.699834 0.066 0.070 -0.053
N -0.227587 -0.550899 -1.065409 0.070 -0.076 0.282
C -1.121566 -0.266279 -2.060499 0.047 -0.080 -0.065
N -0.737549 -0.691131 -3.233588 -0.086 -0.016 0.015
C 2.486657 -1.147526 -4.401254 -0.007 0.009 0.032
C 3.432547 -1.770229 -5.209703 0.009 -0.012 0.015
C 4.599910 -1.107863 -5.555398 0.001 -0.008 -0.011
C 4.842678 0.175097 -5.091048 0.006 0.007 0.010
C 3.899548 0.797139 -4.282574 -0.043 -0.041 -0.005
C 2.719276 0.138025 -3.944085 0.006 -0.003 -0.019
C 4.145408 2.143267 -3.778598 0.080 0.112 0.009
N 5.176355 2.895512 -3.942310 -0.004 -0.152 -0.068
N 4.923561 4.067151 -3.254096 -0.073 0.109 0.088
C 3.758084 3.937548 -2.723995 0.120 -0.032 -0.066
O 3.195146 2.734929 -3.011520 -0.058 -0.025 0.015
C 3.010457 4.871916 -1.891854 -0.060 0.015 0.026
C 3.563414 6.100274 -1.536939 0.008 0.009 -0.005
C 2.836967 6.969550 -0.742927 0.004 -0.007 -0.007
C 1.567976 6.620873 -0.294900 0.001 -0.011 0.022
C 1.015682 5.399420 -0.651354 -0.010 -0.010 0.000
C -0.366444 5.009553 -0.188301 0.018 0.036 0.018
N -0.358025 3.725613 0.518379 -0.028 -0.026 -0.035
C -0.536506 2.499372 0.042377 0.015 0.095 0.044
N -0.336152 1.617168 1.015639 -0.007 -0.051 -0.214
C -0.018547 2.400213 2.091801 -0.046 -0.011 0.000
N -0.020769 3.674813 1.820349 0.010 -0.007 0.061
C 1.738615 4.530326 -1.453659 0.004 0.019 -0.012
H 0.552375 -1.994498 -4.904140 0.001 0.046 -0.004
H 1.482266 -2.922516 -3.732259 -0.029 -0.010 -0.015
H 1.663669 -1.556534 -1.253658 0.009 -0.022 0.004
H -2.061145 0.240990 -1.907160 -0.002 0.002 0.019
H 3.257279 -2.775815 -5.574345 0.001 -0.002 0.001
H 5.327814 -1.597087 -6.187821 0.000 -0.001 -0.002
H 5.753047 0.699780 -5.346659 -0.001 0.004 0.002
H 1.992730 0.652529 -3.328615 0.000 0.003 0.003
H 4.554347 6.356591 -1.886171 0.000 0.003 -0.002
H 3.261398 7.923597 -0.462625 0.002 0.000 -0.001
H 1.011890 7.303110 0.336164 0.003 0.002 0.000
H -1.062212 4.915073 -1.022723 0.017 -0.031 -0.014
H -0.765690 5.740700 0.510389 -0.016 -0.001 -0.011
H -0.793462 2.290306 -0.982253 -0.003 -0.025 -0.004
H 0.216458 2.006828 3.066780 0.009 0.008 0.007
H 1.320305 3.575541 -1.749187 0.001 -0.002 -0.004
N -4.449619 -2.329762 -1.137653 0.021 0.000 -0.041
C -3.770371 -1.735984 -0.164660 -0.155 0.113 0.096
S -2.361563 -2.542430 0.438631 0.214 0.183 -0.099
N -4.169403 -0.569971 0.323670 -0.053 -0.105 -0.174
C -5.324603 0.179859 -0.064873 -0.026 -0.019 -0.037
C -6.584598 -0.404441 -0.100689 0.032 0.011 0.049
C -7.680374 0.367807 -0.459438 -0.020 -0.007 0.003
C -7.523437 1.714356 -0.753518 -0.003 0.002 -0.002
C -6.266274 2.298057 -0.683169 -0.002 0.000 0.003
C -5.162996 1.531033 -0.342774 0.024 -0.007 -0.034
H -4.106596 -3.198443 -1.510680 -0.006 -0.004 -0.009
H -5.280681 -1.915309 -1.532522 -0.002 -0.016 0.018
H -3.568578 -0.187790 1.051413 0.016 -0.023 -0.083
H -6.715654 -1.440152 0.188006 -0.012 -0.001 -0.010
H -8.662837 -0.083113 -0.488878 -0.003 0.001 -0.001
H -8.382583 2.311647 -1.025451 -0.002 0.000 0.000
H -6.144561 3.351158 -0.896997 0.001 0.002 -0.001
H -4.176528 1.977831 -0.282703 -0.006 -0.009 -0.013
C 0.120805 -4.315033 2.635550 -0.009 -0.026 0.021
P 0.581802 -3.471479 1.089541 -0.030 0.083 0.171
C -0.002047 -4.638566 -0.194727 -0.004 0.035 -0.019
C 2.381867 -3.681241 0.962351 -0.012 -0.007 0.030
C 2.988708 -3.712232 -0.295086 0.008 -0.005 -0.026
C 4.359845 -3.861202 -0.414890 -0.007 0.008 -0.013
C 5.143665 -3.998796 0.723744 -0.005 0.000 0.022
C 4.546743 -3.995117 1.974170 -0.003 -0.018 -0.025
C 3.172831 -3.832250 2.095678 -0.003 -0.043 -0.017
H 0.456011 -3.732934 3.493283 0.005 -0.016 -0.004
H 0.554135 -5.314521 2.680153 0.001 -0.001 -0.027
H -0.966907 -4.395280 2.672286 -0.002 0.014 0.002
H 0.659016 -5.504572 -0.214018 -0.002 0.000 0.014
H -0.013617 -4.168794 -1.178580 -0.004 -0.014 -0.003
H -1.014957 -4.960557 0.033540 -0.016 0.009 -0.004
H 2.388882 -3.667196 -1.198012 -0.010 0.018 0.002
H 4.816595 -3.889694 -1.395381 0.000 -0.002 0.000
H 6.213594 -4.127885 0.632423 0.003 -0.001 0.000
H 5.149754 -4.127041 2.862981 0.006 -0.003 0.002
H 2.726350 -3.827424 3.081374 -0.005 -0.016 -0.014
```
Forces are in eV/Å.

These are the Mulliken partial charges, in e, on atoms 1 to 2: 0.485 -0.315